1:
Entry from OMol25: a gas-phase ion, C2ClO3P (charge -2) (ωB97M-V/def2-TZVPD).

Values from the calculation:
HOMO-LUMO gap (spin up / spin down), Ha: 0.170 / 0.186
LUMO energy (spin up / spin down), eV: 6.48 / 6.46
E_HOMO (spin up / spin down), eV: 1.844 / 1.409

Structure (ORCA input):
```
! wB97M-V def2-TZVPD RIJCOSX def2/J DEFGRID3
* xyz -2 1
C -1.052 -0.917 0.076
C 1.136 0.205 0.991
O -0.990 1.889 0.654
O -1.017 -2.078 -0.192
O -0.187 0.912 -1.502
P -0.157 0.773 0.011
Cl 2.267 -0.784 -0.037
*
```

Results of the Löwdin charge analysis, in e, for atoms 1 through 2:
1 C -0.240
2 C -0.793



2:
Entry from OMol25: a gas-phase ion, C2ClO3P (charge -2) (ωB97M-V/def2-TZVPD).

Values from the calculation:
HOMO-LUMO gap, Ha: 0.162
LUMO energy, eV: 5.24
E_HOMO, eV: 0.830

Structure (ORCA input):
```
! wB97M-V def2-TZVPD RIJCOSX def2/J DEFGRID3
* xyz -2 1
O -1.578 -1.511 -0.071
P -1.181 -0.024 -0.007
O -2.044 0.902 -0.812
O -0.861 0.647 1.318
C 0.616 -0.006 -0.670
C 1.713 0.013 -0.163
Cl 3.335 -0.021 0.406
*
```

Results of the Löwdin charge analysis, in e, for atoms 1 through 2:
1 O -0.520
2 P -0.046



3:
Entry from OMol25: 2 unconnected molecules or ions with the total composition C2ClO3P (ωB97M-V/def2-TZVPD).

Values from the calculation:
HOMO-LUMO gap (spin up / spin down), Ha: 0.162 / 0.186
LUMO energy (spin up / spin down), eV: 6.18 / 6.17
E_HOMO (spin up / spin down), eV: 1.786 / 1.116

Structure (ORCA input):
```
! wB97M-V def2-TZVPD RIJCOSX def2/J DEFGRID3
* xyz -2 1
C -0.180 0.490 -0.070
C -1.751 -0.895 -0.536
O 1.568 -1.649 0.118
O -0.561 1.631 -0.135
O 2.555 0.659 0.614
P 1.552 -0.165 -0.174
Cl -3.184 -0.070 0.183
*
```

Results of the Löwdin charge analysis, in e, for atoms 1 through 2:
1 C -0.547
2 C -0.625



Preferred: 2; penalty for the next structure: 2.127 eV.



1:
Entry from OMol25: 2 unconnected molecules or ions with the total composition C3H8NO2 (ωB97M-V/def2-TZVPD).

Values from the calculation:
HOMO-LUMO gap, Ha: 0.362
LUMO energy, eV: -3.22
E_HOMO, eV: -13.062

Structure (ORCA input):
```
! wB97M-V def2-TZVPD RIJCOSX def2/J DEFGRID3
* xyz 1 1
C -1.802 0.294 -0.913
C -0.539 0.377 -0.154
C 3.241 -0.752 0.011
N -1.650 1.347 0.100
O -0.403 -0.586 0.975
O 2.189 -1.074 0.511
H -1.786 0.624 -1.943
H -2.588 -0.423 -0.694
H 3.342 0.143 -0.610
H 4.147 -1.350 0.176
H -1.463 2.296 -0.218
H -2.249 1.315 0.922
H -1.012 -1.354 0.946
H 0.572 -0.856 0.890
*
```

Results of the Löwdin charge analysis, in e, for atoms 1 through 2:
1 C -0.077
2 C -0.161



2:
Entry from OMol25: 2 unconnected molecules or ions with the total composition C3H8NO2 (ωB97M-V/def2-TZVPD).

Values from the calculation:
HOMO-LUMO gap, Ha: 0.445
LUMO energy, eV: -3.04
E_HOMO, eV: -15.157

Structure (ORCA input):
```
! wB97M-V def2-TZVPD RIJCOSX def2/J DEFGRID3
* xyz 1 1
O 1.539 0.069 -0.015
C 2.432 -0.269 -0.741
O 2.703 -1.550 -0.905
H 3.062 0.399 -1.334
H 3.569 -1.667 -1.297
C -1.896 0.462 0.028
C -2.262 -0.734 0.412
N -0.779 1.123 0.777
H -2.212 1.017 -0.840
H -2.886 -1.388 -0.182
H -1.797 -1.238 1.257
H 0.150 0.652 0.589
H -0.665 2.086 0.474
H -0.959 1.038 1.777
*
```

Results of the Löwdin charge analysis, in e, for atoms 1 through 2:
1 O 0.049
2 C -0.326



Preferred: 2; penalty for the next structure: 4.109 eV.



1:
Entry from OMol25: 2 unconnected molecules or ions with the total composition C7H10N2O2S2 (ωB97M-V/def2-TZVPD).

Values from the calculation:
HOMO-LUMO gap (spin up / spin down), Ha: 0.304 / 0.304
LUMO energy (spin up / spin down), eV: -0.70 / -0.70
E_HOMO (spin up / spin down), eV: -8.969 / -8.969

Structure (ORCA input):
```
! wB97M-V def2-TZVPD RIJCOSX def2/J DEFGRID3
* xyz 0 1
C -1.983 -1.090 -0.202
C -2.355 1.319 -0.259
C -3.069 -1.146 0.608
C -3.495 1.104 0.519
C -1.642 0.207 -0.694
C 3.204 -1.014 0.631
C -0.410 0.368 -1.437
N -3.817 -0.089 0.935
N 1.133 0.532 -0.140
O 1.400 -1.802 -1.051
O 0.637 -1.559 1.307
S 0.794 1.558 1.079
S 1.458 -1.110 0.193
H -1.167 -1.723 -0.136
H -1.939 2.340 -0.479
H -3.475 -2.062 0.958
H -4.129 1.958 0.799
H 3.524 -1.921 1.090
H 3.684 -0.657 -0.359
H 3.355 -0.298 1.334
H 0.140 -0.492 -1.865
H -0.164 1.408 -1.962
H 1.966 2.372 0.986
*
```

Results of the Löwdin charge analysis, in e, for atoms 1 through 2:
1 C 0.001
2 C -0.042



2:
Entry from OMol25: a single C7H10N2O2S2 molecule (ωB97M-V/def2-TZVPD).

Values from the calculation:
HOMO-LUMO gap, Ha: 0.281
LUMO energy, eV: -0.41
E_HOMO, eV: -8.064

Structure (ORCA input):
```
! wB97M-V def2-TZVPD RIJCOSX def2/J DEFGRID3
* xyz 0 1
C 2.222 0.115 -1.594
C 2.735 -0.431 -0.480
C 0.627 -0.302 -0.192
C 4.285 -0.738 -0.396
C -1.658 0.964 0.849
C 1.810 -1.113 1.828
C -1.047 -0.395 0.629
N 1.740 -0.638 0.465
N 0.883 0.228 -1.378
O 4.729 -0.792 0.713
O 4.625 -0.870 -1.538
S -2.849 -0.533 -1.944
S -2.052 -1.577 -0.319
H 2.686 0.311 -2.564
H -1.921 1.364 -0.048
H -2.487 0.832 1.586
H -0.945 1.626 1.508
H 2.758 -0.755 2.226
H 1.112 -0.617 2.410
H 1.748 -2.132 1.888
H -0.726 -1.154 1.419
H 0.068 0.584 -2.067
H -2.272 -1.395 -2.833
*
```

Results of the Löwdin charge analysis, in e, for atoms 1 through 2:
1 C -0.028
2 C -0.087



Preferred: 2; penalty for the next structure: 0.952 eV.